The following is a DFT calculation (the ωB97M-V functional and the def2-TZVPD basis) of a cluster of 8 separate species, C32H56N8 in total at a distorted geometry.

Calculated values
Total charge: 0
SMILES string: CCCC#N.CCCC#N.CCCC#N.CCCC#N.CCCC#N.CCCC#N.CCCC#N.CCCC#N
Energy relative to the best compared isomer or geometry (same formula, charge and spin) in kJ/mol: 331.2
Electronic energy in hartree: -1690.78095

```
96
Properties=species:S:1:pos:R:3:forces:R:3
C -0.518770 -27.282190 23.934810 0.784 0.296 -0.263
H -0.210140 -23.404890 31.124930 -0.345 -0.041 -0.592
C -1.567780 -26.470790 24.609330 -0.049 -0.878 1.186
N 3.862240 -23.273470 22.739330 -0.508 0.735 0.728
C 1.758190 -13.873370 24.368720 2.146 -0.020 -1.510
H 0.632860 -21.760370 29.040980 0.378 0.869 0.132
C 7.125590 -17.531330 21.647380 -0.706 -0.206 -0.888
C 4.810020 -26.448550 25.116600 0.864 -0.452 -0.907
H 1.994080 -23.984810 20.964290 0.328 0.101 -0.581
H 6.004250 -24.795770 24.545160 0.428 0.102 0.239
C 0.972290 -14.684890 23.329580 -2.375 -0.769 1.026
C 8.516190 -17.777080 22.179830 0.129 0.186 0.628
C 1.314110 -26.893100 19.094950 -0.695 0.694 1.283
H -1.809430 -26.984800 25.539650 0.081 -0.502 0.004
C 0.969130 -25.584390 19.924330 -0.022 0.332 -0.680
C -0.306130 -22.359230 31.417310 0.979 -0.058 -0.703
H 2.071590 -15.816380 22.004350 0.456 -0.518 -0.141
H 4.705660 -24.233630 25.489460 -0.525 -0.292 -0.051
C 4.179930 -28.152610 23.332720 -0.120 -1.604 0.799
N 0.637710 -20.100700 20.031300 0.281 0.804 -0.781
H 1.273840 -13.010260 24.825380 -0.492 -0.577 0.071
H 1.534570 -27.691450 19.803560 0.415 0.047 0.179
H 1.132660 -16.625520 17.310690 -0.317 0.212 -0.177
H 0.714500 -22.134680 31.727140 0.572 0.675 -1.100
H 0.698240 -21.804810 24.248270 -0.090 0.308 -0.443
H 4.612270 -26.319680 22.788320 0.301 1.230 0.601
C 6.225740 -18.792440 21.301820 0.253 1.371 1.384
H 4.182890 -26.799870 25.935990 -0.269 -0.105 -0.332
H 3.400140 -20.441060 23.764990 -0.064 0.319 0.021
H 3.094100 -25.326310 20.412790 -0.004 0.336 -0.043
H 6.585910 -19.234070 20.372660 0.000 -0.565 0.461
C -1.293130 -24.104390 23.758110 0.648 0.548 1.128
N 4.089430 -29.293140 23.116510 0.313 1.827 0.119
H -1.079080 -17.922880 17.025170 0.099 -0.633 0.330
H 2.000050 -25.423510 21.795170 0.303 -0.501 0.028
H 2.545510 -18.158970 18.275130 0.085 -0.445 0.601
N -1.446830 -22.355130 33.701880 0.363 -0.039 0.071
H -2.080380 -21.540120 30.404260 0.023 -0.315 0.069
H 2.140610 -26.822220 18.387860 0.018 0.381 0.167
C 2.112680 -16.927050 23.733990 1.144 -1.929 2.237
H 5.974540 -25.023830 26.338570 0.211 -0.376 -0.163
H -0.926380 -24.443830 22.789420 0.279 -0.689 0.313
C 1.411310 -16.078780 22.830960 0.961 1.204 -1.094
H 8.996270 -16.812730 22.346130 0.292 0.112 -0.720
H -0.650160 -23.270270 24.039070 -0.218 0.326 -0.368
H 1.442310 -21.993440 26.627620 -0.045 0.194 -0.111
H 2.168100 -20.710920 22.522300 -0.043 -0.039 -0.021
H 0.665700 -14.221680 22.391740 0.412 0.851 0.263
H 6.609500 -16.794530 22.262920 -0.283 -0.401 0.305
N -0.856930 -27.726320 17.920480 1.376 0.434 0.600
C -0.439830 -21.570460 29.004080 0.743 -1.337 -0.118
N 5.958800 -20.187160 23.516930 0.159 0.659 -1.335
N 2.598580 -17.671790 24.485470 -0.644 1.240 -1.233
H 0.084180 -25.679610 20.553530 0.030 -0.940 0.103
H 0.012860 -14.868700 23.813110 -0.295 -0.013 0.079
C 0.133940 -27.374730 18.413490 -1.945 -0.411 -1.107
H 3.106030 -26.557980 23.697700 -0.093 0.871 -0.100
C 6.087790 -19.635210 22.504490 0.205 -0.840 0.690
N 0.379060 -27.856790 23.475300 -1.257 0.738 0.505
H 5.209650 -18.429630 21.146860 -0.030 0.081 -0.378
C 2.599310 -21.106250 23.442020 0.242 0.035 0.453
H 0.642900 -16.695960 22.365420 -0.485 0.397 0.193
C -0.788960 -17.414620 17.944730 -1.346 0.922 -0.121
C 0.669990 -17.203680 18.110540 0.996 0.482 0.043
H -1.324220 -16.469850 17.849870 0.282 0.427 -0.099
H -0.671950 -20.737090 28.340970 -0.055 -0.355 -0.087
H 3.035820 -21.421120 26.043470 0.028 0.105 0.552
H 2.339580 -14.481770 25.061500 -0.913 -0.350 0.578
H -1.996470 -24.681750 25.708320 -0.247 -0.254 -0.037
H -1.234010 -17.783910 18.868660 0.008 -0.832 -0.290
C 4.186660 -26.699250 23.717230 -1.506 -1.622 -0.556
H 2.631220 -13.431930 23.888040 0.067 0.418 -0.508
C 3.292620 -22.348740 23.140670 0.546 -1.119 -1.219
C 1.008040 -19.387290 19.198510 0.393 -0.833 0.633
C 2.103240 -25.052750 20.775370 -0.199 -0.237 0.993
H -2.285470 -23.707290 23.544380 -0.134 -0.133 0.341
H 1.260290 -20.220470 24.815530 -0.117 -0.043 0.053
H 7.196130 -17.028870 20.682670 0.234 0.126 -0.134
H -2.517060 -26.472080 24.073630 0.248 -0.043 -0.420
C 2.118600 -21.944840 25.774170 1.076 0.162 0.269
C 1.508800 -18.476670 18.163820 -0.261 0.336 -0.354
C -0.998090 -21.411830 30.387150 0.414 0.297 0.852
H 1.489220 -18.929350 17.172460 -0.252 -0.446 0.127
H 2.469520 -22.955750 25.566750 -0.289 -0.185 -0.253
C -1.229920 -25.049450 25.026190 -0.415 1.133 -2.039
H -0.313330 -24.888960 25.593820 0.293 -0.527 -0.406
H -0.702680 -22.561240 28.633440 -0.812 0.183 -0.616
H -0.849060 -20.369250 30.668050 0.119 -0.041 0.469
H 8.564530 -18.139570 23.206660 -0.468 -0.696 -0.096
H 0.614530 -24.746620 19.323910 0.309 -0.301 -0.945
H 0.842600 -16.625130 19.018060 0.065 0.012 0.143
C -0.865350 -22.379520 32.710150 -2.368 0.160 1.614
H 9.088630 -18.431300 21.522260 0.192 0.161 0.115
H 5.610110 -27.176440 24.981920 0.591 0.176 1.111
C 1.572170 -21.233440 24.561130 -0.625 -0.366 0.012
C 5.402240 -25.068420 25.411970 -0.236 0.262 -0.781
```
Positions in Å, forces in eV/Å.

These are the Mulliken partial charges, in e, on atoms 1 to 8: 0.33, 0.32, -0.62, -0.47, -1.13, 0.34, -0.46, -0.39